# 1
The following is a quantum chemistry calculation of a molecular structure, C24H29AsN4O2S3V, from the Open Molecules 2025 dataset.

Properties
Frontier orbital gap (spin up / spin down): 7.830 / 8.222 eV
HOMO energy (spin up / spin down): -10.19 / -10.28 eV
F_max: 1.90 eV/A
ΔE to the lowest compared entry with this formula, charge and spin: 0.757 eV
<S²>: 2.019

```
! RIJCOSX wB97M-V def2-TZVPD def2/J DEFGRID3
* xyz 1 3
H 4.58484 -3.87662 0.31730
H 2.40625 -1.93629 -3.55339
H 4.26719 1.03349 -0.23695
H -3.82350 1.61931 -3.65069
H 5.81264 0.06906 1.45368
C 5.28739 -1.95721 0.98479
N -1.64128 -0.12068 -2.18445
H 4.00807 -1.12301 -3.56848
H 2.61562 -0.36972 -4.39113
H -5.73843 1.72914 2.11312
H -2.69274 -3.72113 0.10431
C 4.51819 -2.80454 0.18923
H 2.58497 3.00554 3.19146
H 3.05014 -2.92393 -1.37174
C -2.76576 0.59723 -2.16210
C 3.60033 -0.89405 -0.90704
H 5.94792 -2.37952 1.73074
C -4.95316 1.26021 -1.14068
H 1.61434 5.93916 1.92009
H -0.34593 -0.68414 -3.80032
H -1.72880 -4.81574 2.53232
H -1.81541 -0.76371 3.30152
H -0.08718 -4.29957 3.00843
C -0.81294 -4.32960 2.19855
C -3.80210 1.17998 1.39498
H -2.14007 0.71586 -5.33557
H -3.23744 -1.76832 2.90924
C 2.92962 -0.98181 -3.54789
H -1.86132 -2.40752 -0.76421
N 1.39553 3.77196 0.14049
C 3.66706 -2.27659 -0.76206
C -2.17240 -1.77609 3.13266
C -5.13945 1.50354 1.24017
S 0.65935 -1.51916 1.33846
C -3.03392 0.89602 0.26821
C 2.11157 2.87169 2.23007
N 1.03295 1.48406 0.65391
H -6.76625 1.79241 -0.13670
S 2.48706 -0.12919 -2.04350
H -3.32930 1.17671 2.36771
C -1.23699 -0.15980 -3.50644
H -5.41956 1.26943 -2.11914
H 2.93552 5.75316 0.77924
C -3.60315 0.93286 -1.00833
C 2.46551 5.30892 1.65470
C 0.94347 2.55431 -0.15273
As -1.18443 -2.52622 1.66918
V -0.24748 0.01624 -0.48910
S 0.16384 2.16018 -1.63937
C -2.10882 0.52625 -4.27795
H 3.16430 5.30400 2.48907
C 4.35384 -0.03996 -0.11583
H -1.98151 -2.38389 4.01490
C -5.72009 1.54391 -0.02563
H -0.38476 -4.86832 1.35613
O -1.75745 0.56267 0.39440
H -3.22081 -2.02574 0.30141
H 1.66914 0.77467 2.47954
C -2.36563 -2.68425 0.15878
C 5.21061 -0.58317 0.83547
C 1.97684 3.93247 1.32700
N -3.07433 0.99202 -3.41317
C 1.61090 1.65129 1.84474
O 1.11734 -0.79825 -1.72142
*
```

Want to see where the charge sits? The Mulliken charges in e are: 0.42, 0.32, 0.43, 0.22, 0.43, -0.48, 0.22, 0.47, 0.44, 0.43, 0.51, -0.65, 0.37, 0.30, -0.14, 0.51, 0.42, -0.86, 0.27, 0.45, 0.44, 0.22, 0.40, -1.21, -0.82, 0.46, 0.42, -1.27, 0.17, -0.59, -0.37, -1.14, -0.58, -0.56, 0.12, -1.13, 0.52, 0.41, 0.62, 0.50, -0.49, 0.43, 0.36, 0.93, -1.24, 0.44, 0.72, 0.57, -0.39, -0.70, 0.37, -0.23, 0.47, -0.91, 0.37, 0.21, 0.31, 0.51, -1.01, -0.70, 1.01, -0.01, -0.40, -0.31



# 2
The following is a quantum chemistry calculation of a molecular structure, C24H29B2CoN5O3S2, from the Open Molecules 2025 dataset.

Properties
Frontier orbital gap (spin up / spin down): 5.547 / 5.635 eV
HOMO energy (spin up / spin down): -2.99 / -3.08 eV
F_max: 0.29 eV/A
ΔE to the lowest compared entry with this formula, charge and spin: 0.537 eV

```
! RIJCOSX wB97M-V def2-TZVPD def2/J DEFGRID3
* xyz -1 1
H 1.30768 1.50212 1.57578
C 0.78524 1.26825 -4.98796
H -3.08233 0.32088 0.32805
C -0.83352 -4.85034 -0.79025
B -0.89345 -0.99061 4.54995
N -1.44417 -2.82222 0.25513
C -1.24356 -0.69615 -5.22050
Co 0.20914 -0.69394 0.07845
H -1.46680 -5.28119 2.50099
C 3.24676 -1.06683 -1.59176
C -0.19747 4.18338 4.73608
C -1.35256 -4.80823 1.53634
C 0.17657 0.99879 -6.21743
C 5.38297 -0.09360 -2.18039
C -1.28226 2.31510 2.19267
C 4.40836 -1.08943 -2.33239
C -1.58862 -3.45285 1.43474
C -0.81743 0.03732 -6.33261
C 0.36026 0.54142 -3.89745
C -3.97267 2.30003 0.29013
N 1.93774 0.13986 0.13123
N -0.82928 2.16377 3.46000
S -0.69664 3.49580 1.14528
H -1.99965 1.57735 -0.22575
B 0.04038 -0.36881 -1.83777
H -0.93255 3.94633 5.50681
C -1.07094 -3.49614 -0.85357
C 2.07063 1.18522 0.88294
C -0.19661 -0.94259 3.12854
H -4.76398 2.09401 1.01446
H -3.65159 3.33476 0.40992
H -2.02127 -1.44516 -5.29684
H 0.96339 3.18571 3.23373
C 3.05124 -0.02483 -0.68652
C -0.63686 -0.42495 -4.01478
H 0.48570 1.55314 -7.09500
C -0.96784 -5.52524 0.41604
O -1.67982 -1.53501 0.17680
N -2.23797 1.44136 1.83027
H 2.47124 -1.81433 -1.69230
H 0.78188 2.25180 4.72799
H -2.39998 0.65869 2.44749
H 0.64613 4.69361 5.20607
C 5.20663 0.93512 -1.27799
H -4.38425 2.17945 -0.71398
H -0.65441 4.85805 4.01215
H 5.95734 1.70480 -1.15467
C 0.26865 2.91676 4.03089
H -0.86763 -2.12735 4.97140
O 0.78092 0.60384 -2.61638
H -0.77701 -6.58771 0.47921
S 3.52406 2.09487 0.67534
C -2.79449 1.35736 0.48774
H -1.87279 -2.81589 2.25759
H -1.27320 -0.14727 -7.29748
H -1.08458 1.31448 3.94861
O -0.85546 -0.98978 -2.80244
H -0.53504 -5.36503 -1.69245
H -2.05115 -0.62728 4.37683
H 4.56964 -1.88592 -3.04766
H -0.32177 -0.22584 5.30466
H -0.97579 -2.87716 -1.73459
H 6.28555 -0.13108 -2.77722
H 1.55884 2.01811 -4.88748
N 0.19880 -0.92561 2.04459
C 4.03160 0.95684 -0.52929
*
```

Want to see where the charge sits? The Mulliken charges in e are: -0.03, -0.95, 0.13, -1.01, 0.02, 0.32, -1.06, -0.16, 0.41, -0.16, -1.23, -0.95, -0.51, -0.48, 0.37, -0.76, -0.14, -0.48, 0.67, -1.43, 0.11, -0.09, -0.34, 0.13, 0.27, 0.33, -0.02, 0.10, 0.07, 0.34, 0.31, 0.44, 0.22, -0.07, 0.56, 0.37, -0.09, -0.50, 0.04, 0.35, 0.42, 0.28, 0.39, -0.52, 0.40, 0.27, 0.39, -0.43, -0.21, -0.16, 0.40, -0.33, -0.21, 0.64, 0.36, 0.10, -0.25, 0.43, -0.06, 0.39, -0.17, 0.62, 0.37, 0.47, -0.29, 0.64



- What is the F_max in the first record?
  1.90 eV/A



- What is the ΔE to the lowest compared entry with this formula, charge and spin in the second record?
  0.537 eV



- Look up the F_max of the first one.
  1.90 eV/A